# C4H4I2O

An isolated molecule of C4H4I2O (wB97M-V/def2-TZVPD, OMol25).

Properties
SMILES = C=C(I)CC(=O)I
Gap between HOMO and LUMO = 9.46 eV
LUMO = 0.10 eV
HOMO energy = -9.360 eV
Multiplicity = 1
Total charge = 0

Structure (XYZ):
```
11
Properties=species:S:1:pos:R:3:lowdin_charge:R:1
C 1.3642 1.5615 0.1768 -0.12
C 0.2434 0.9714 -0.2327 -0.74
I -1.3991 2.2974 -0.6003 0.78
C 0.0048 -0.6268 -0.0794 -0.20
C -1.0206 -1.8554 -0.4418 -0.80
O -0.6602 -2.9123 -0.7964 0.03
I -3.0093 -1.5541 0.3843 0.75
H 1.3230 2.6689 0.2908 0.05
H 2.2711 1.1188 0.5936 0.07
H -0.2028 -0.6083 0.9473 0.05
H 1.0854 -1.0611 -0.2422 0.14
```

=====

# C4H4IN2

The ion C4H4IN2 with charge +1 (wB97M-V/def2-TZVPD, OMol25).

Properties
Gap between HOMO and LUMO (spin up / spin down) = 8.35 / 6.70 eV
LUMO (spin up / spin down) = -3.70 / -6.78 eV
HOMO energy (spin up / spin down) = -12.046 / -13.483 eV
Multiplicity = 3
Total charge = +1
<S²> = 2.0435

Structure (XYZ):
```
11
Properties=species:S:1:pos:R:3:lowdin_charge:R:1
C -0.3573 0.2087 -0.4438 -0.36
C 0.6189 1.1939 -0.0801 0.18
C 0.7349 -0.6609 1.2601 -0.05
C -1.1850 0.2551 -1.5472 -0.63
N 1.2854 0.5329 0.9805 0.10
N -0.3326 -0.8660 0.5213 0.17
I -1.1962 1.8393 -2.7501 1.08
H 1.1453 -1.2244 2.0017 0.14
H -1.8424 -0.4694 -1.8316 0.00
H 2.0293 0.8689 1.5712 0.17
H -0.9001 -1.6781 0.3181 0.19
```

=====

# C4H4IN3O4

An isolated molecule of C4H4IN3O4 (wB97M-V/def2-TZVPD, OMol25).

Properties
SMILES = O=[N+]([O-])c1ncn(OCO)c1I
Gap between HOMO and LUMO = 9.03 eV
LUMO = -0.10 eV
HOMO energy = -9.136 eV
Multiplicity = 1
Total charge = 0

Structure (XYZ):
```
16
Properties=species:S:1:pos:R:3:lowdin_charge:R:1
O -2.0573 1.9154 2.6551 0.11
N -2.1861 0.9112 2.0118 -0.37
O -3.1631 0.2116 1.8904 0.04
C -0.9453 0.4724 1.3828 -0.34
N 0.2195 1.0048 1.7892 0.12
C 1.1642 0.4496 1.1216 -0.19
N 0.8175 -0.5028 0.2526 -0.05
O 1.4282 -1.1030 -0.7807 -0.09
C 1.5075 -0.3390 -2.0407 -0.19
O 0.2362 -0.0720 -2.4576 0.00
C -0.9410 -0.5784 0.5446 -0.54
I -2.1082 -1.9041 -0.4314 1.01
H 2.2177 0.8173 1.3380 0.16
H 2.0758 -1.0779 -2.4936 0.12
H 2.0667 0.4655 -1.8185 0.10
H -0.3322 -0.6707 -2.9636 0.10
```

=====

# C4H4INO2S

A cluster of 2 separate species, C4H4INO2S in total (wB97M-V/def2-TZVPD, OMol25).

Properties
Gap between HOMO and LUMO (spin up / spin down) = 6.95 / 6.99 eV
LUMO (spin up / spin down) = -2.75 / -2.29 eV
HOMO energy (spin up / spin down) = -9.693 / -9.276 eV
Multiplicity = 1
Total charge = 0

Structure (XYZ):
```
13
Properties=species:S:1:pos:R:3:lowdin_charge:R:1
C -0.8929 -0.0723 0.5830 -0.07
C -0.8402 -0.0989 -0.7761 -0.06
C 0.4490 -0.1789 1.0840 -0.12
C 0.5774 -0.2607 -1.0744 -0.09
N 1.2840 -0.2457 0.0826 -0.03
O 4.3703 -2.1874 0.9888 -0.46
O 4.3189 -1.8348 -1.4876 -0.45
S 4.0268 -1.3348 -0.1559 0.33
I 5.2555 0.7548 0.1392 0.50
H -1.6693 0.1623 1.1778 0.06
H -1.4712 0.1900 -1.6131 0.10
H 0.8353 -0.0821 2.1958 0.16
H 1.0937 -0.5155 -2.0990 0.15
```

=====

# C4H4LiMgO5

A structure of composition C4H4LiMgO5 (wB97M-V/def2-TZVPD, OMol25).

Properties
Gap between HOMO and LUMO (spin up / spin down) = 2.10 / 3.44 eV
LUMO (spin up / spin down) = -3.41 / -3.55 eV
HOMO energy (spin up / spin down) = -5.503 / -6.983 eV
Multiplicity = 2
Total charge = 0
<S²> = 0.7540

Structure (XYZ):
```
15
Properties=species:S:1:pos:R:3:lowdin_charge:R:1
O 0.1120 -2.3050 -0.4145 0.00
O -0.0975 -0.4202 0.7540 -0.07
C -0.5189 0.8609 0.2445 -0.17
C -2.0142 0.9969 0.5205 -0.45
O -2.7385 -0.0510 0.0074 -0.41
C 0.6564 -1.2433 -0.0324 -0.44
H 0.0780 1.6457 0.7336 0.12
H -0.3329 0.8979 -0.8403 0.13
H -2.3065 1.9882 0.1012 0.10
H -2.1344 1.0978 1.6257 0.10
O 2.8462 -0.4089 0.4292 -0.15
O 2.2759 -0.6574 -1.6929 -0.14
C 1.9551 -0.7680 -0.4423 -0.64
Li -1.8567 -1.6209 0.1019 0.73
Mg 4.0760 -0.0127 -1.0956 1.27
```

=====

# C4H4LiO3

A structure of composition C4H4LiO3 (wB97M-V/def2-TZVPD, OMol25).

Properties
Gap between HOMO and LUMO (spin up / spin down) = 7.44 / 6.15 eV
LUMO (spin up / spin down) = -0.80 / -2.00 eV
HOMO energy (spin up / spin down) = -8.239 / -8.150 eV
Multiplicity = 2
Total charge = 0
<S²> = 0.7749

Structure (XYZ):
```
12
Properties=species:S:1:pos:R:3:lowdin_charge:R:1
O -0.0364 0.7918 0.8498 -0.15
C -1.3000 1.1618 0.7248 -0.92
O -1.5597 2.3884 0.7040 -0.09
O -2.1737 0.2655 0.5770 -0.02
Li 0.4389 2.6689 0.8193 0.82
C 0.7182 -1.2676 -0.5620 -0.05
C 0.6683 -0.9256 -1.8255 0.03
C 0.5856 -1.0274 0.7891 0.03
H 0.3917 0.0925 -2.1234 0.08
H 0.9691 -1.6191 -2.6158 0.07
H -0.2171 -1.5721 1.2983 0.11
H 1.5151 -0.9571 1.3644 0.10
```

=====

# C4H4LiO3Rb

A structure of composition C4H4LiO3Rb (wB97M-V/def2-TZVPD, OMol25).

Properties
Gap between HOMO and LUMO (spin up / spin down) = 6.66 / 7.39 eV
LUMO (spin up / spin down) = -3.65 / -3.66 eV
HOMO energy (spin up / spin down) = -10.303 / -11.055 eV
Multiplicity = 2
Total charge = +1
<S²> = 0.7604

Structure (XYZ):
```
13
Properties=species:S:1:pos:R:3:lowdin_charge:R:1
O 1.5458 0.8710 -0.1749 -0.17
C 0.5964 0.3850 -0.9490 -0.38
C 0.9401 -0.8757 -1.6064 -0.24
O 0.6380 -1.1942 -2.7705 -0.15
Rb 2.2219 0.5433 3.2233 0.89
H -0.5787 0.1067 0.2559 0.19
H 1.3240 -1.6668 -0.9289 0.14
Li 0.4171 -0.5243 -4.4370 0.86
H 0.2249 1.0994 -1.7200 0.11
O -2.8286 1.4848 2.9306 0.16
C -1.1707 0.0174 1.8112 -0.09
C -2.0746 0.8115 2.3757 -0.35
H -1.2555 -1.0580 1.9900 0.02
```

=====

# C4H4LiO5Pm

A structure of composition C4H4LiO5Pm (wB97M-V/def2-TZVPD, OMol25).

Properties
Gap between HOMO and LUMO (spin up / spin down) = 7.79 / 8.16 eV
LUMO (spin up / spin down) = -9.54 / -9.10 eV
HOMO energy (spin up / spin down) = -17.337 / -17.254 eV
Multiplicity = 5
Total charge = +2
<S²> = 6.0391

Structure (XYZ):
```
15
Properties=species:S:1:pos:R:3:lowdin_charge:R:1
O 2.4672 -1.1782 -2.1245 0.05
C 1.5543 -1.0930 -1.2869 -0.74
O 1.7923 -0.5739 -0.1256 -0.30
O 0.3571 -1.5332 -1.6069 0.06
C -0.7119 -1.7494 -0.6280 -0.20
C -1.2577 -0.4931 0.0249 -0.30
H -0.3177 -2.4483 0.1256 0.13
H -1.4470 -2.2968 -1.2343 0.15
H -1.8592 0.0952 -0.6871 0.08
H -1.9666 -0.8350 0.7996 0.07
O -1.6469 4.8179 2.1343 0.34
O -0.1989 3.0114 2.1179 0.03
C -0.8980 3.9477 2.1690 -0.33
Li 3.6751 -0.3593 -0.8106 0.87
Pm 0.4579 0.6879 1.1326 2.08
```

=====

Energy: -22459.25458 -15282.54620 -24966.16474 -28729.86170 -20098.42457 -10557.36756 -11206.06479 -31194.60226 (eV)
Maximum force: 0.0528 0.0783 0.1074 0.0643 0.0488 0.1253 0.0561 0.0806 (Eh/bohr)